[1]
77
Properties=species:S:1:pos:R:3 method="wB97M-V/def2-TZVPD" lumo_ev="2.395 / 2.381" charge=-1 s2=6.05 homo_ev="-1.8424 / -2.5928" spin_multiplicity=5 homo_lumo_gap_ev="4.2 / 5.0"
Ir 0.382 -0.562 -0.012
N 0.755 -2.655 4.394
N -0.768 -2.666 -1.856
C 0.917 1.627 -0.090
C 1.985 0.648 0.192
C 2.047 0.564 1.656
C 3.140 0.001 2.421
H 3.961 -0.382 1.807
H 2.510 -1.303 2.995
H 3.510 0.616 3.258
C 0.922 1.225 2.176
C 0.565 1.110 3.609
H 1.428 1.269 4.273
H 0.236 0.071 3.769
H -0.252 1.786 3.887
C 0.239 1.908 1.140
C -0.942 2.805 1.281
H -1.759 2.319 1.840
H -1.341 3.094 0.298
H -0.681 3.732 1.818
C 3.181 0.436 -0.669
H 3.947 1.168 -0.395
H 2.922 0.575 -1.717
H 3.575 -0.573 -0.516
C 0.877 2.471 -1.314
H -0.152 2.756 -1.565
H 1.310 1.917 -2.153
H 1.450 3.404 -1.184
C 0.081 -3.631 5.007
H 0.214 -3.735 6.095
C -0.792 -4.516 4.334
H -1.289 -5.318 4.890
C -0.995 -4.338 2.961
H -1.753 -4.931 2.436
C -0.211 -3.408 2.296
H -0.248 -3.314 1.214
C 0.759 -2.627 3.021
C 1.746 -1.835 2.388
H 2.094 -2.217 1.403
C -0.076 -1.543 -1.589
C -0.287 -3.188 -3.027
H -0.559 -4.170 -3.403
C 0.617 -2.336 -3.595
H 1.199 -2.473 -4.504
N 0.533 -1.150 -2.851
C 0.326 0.101 -3.461
C 1.326 0.556 -4.353
C 1.071 1.654 -5.178
H 1.837 1.978 -5.883
C -0.126 2.358 -5.105
C -0.392 3.501 -6.037
H -0.954 4.300 -5.551
H -0.975 3.185 -6.909
H 0.546 3.918 -6.406
C -1.086 1.911 -4.203
H -2.013 2.481 -4.152
C -0.928 0.766 -3.415
C -2.104 0.392 -2.568
H -2.286 -0.689 -2.552
H -3.007 0.895 -2.955
H -2.001 0.770 -1.535
C 2.668 -0.090 -4.428
H 2.658 -0.999 -5.046
H 3.096 -0.313 -3.442
H 3.345 0.620 -4.926
S -1.676 -0.681 0.810
C -2.301 -0.190 2.363
N -2.100 -0.809 3.538
C -2.971 -0.322 4.590
C -3.850 0.691 3.872
N -3.280 0.721 2.533
H -1.465 -1.604 3.644
H -2.369 0.155 5.374
H -3.562 -1.135 5.029
H -3.790 1.683 4.330
H -4.900 0.374 3.850
H -3.735 1.191 1.753


[2]
75
Properties=species:S:1:pos:R:3 method="wB97M-V/def2-TZVPD" lumo_ev="2.397 / 2.409" charge=-1 homo_ev="-1.3671 / -2.4014" spin_multiplicity=1 e_above_lowest_kcal_mol=0.0 homo_lumo_gap_ev="3.8 / 4.8"
Lu 0.681 1.581 -1.098
N -2.573 3.242 0.125
N 2.420 1.341 -2.365
C -0.171 -1.777 0.352
C -0.911 -1.450 -0.793
C -2.099 -0.729 -0.357
C -3.210 -0.451 -1.104
H -3.195 -0.647 -2.171
H -3.332 1.704 -1.920
H -4.060 0.032 -0.634
C -1.882 -0.400 1.045
C -2.802 0.447 1.819
H -3.784 -0.048 1.910
H -2.963 1.421 1.323
H -2.428 0.629 2.838
C -0.765 -1.117 1.486
C -0.394 -1.311 2.909
H -0.070 -0.373 3.387
H 0.408 -2.052 3.005
H -1.264 -1.688 3.475
C -0.701 -1.934 -2.172
H -1.170 -2.923 -2.333
H 0.372 -2.026 -2.410
H -1.144 -1.235 -2.897
C 0.889 -2.811 0.405
H 1.583 -2.616 1.232
H 1.465 -2.831 -0.529
H 0.460 -3.822 0.548
C -2.273 4.234 0.953
H -2.809 4.269 1.913
C -1.350 5.254 0.629
H -1.259 6.118 1.283
C -0.617 5.155 -0.551
H 0.082 5.940 -0.846
C -0.812 4.048 -1.382
H -0.333 3.936 -2.366
C -1.981 3.208 -1.111
C -2.490 2.362 -2.104
H -2.012 2.347 -3.085
C 2.429 0.270 -1.522
C 3.328 1.116 -3.408
H 3.507 1.866 -4.151
C 3.896 -0.095 -3.207
H 4.604 -0.629 -3.817
N 3.394 -0.584 -1.984
C 3.832 -1.745 -1.302
C 4.016 -2.951 -2.004
C 4.578 -4.041 -1.329
H 4.754 -4.967 -1.881
C 4.907 -3.971 0.027
C 5.563 -5.121 0.731
H 5.296 -5.129 1.793
H 6.658 -5.052 0.657
H 5.258 -6.073 0.286
C 4.652 -2.783 0.717
H 4.880 -2.705 1.780
C 4.111 -1.666 0.075
C 3.859 -0.421 0.858
H 4.153 0.500 0.340
H 4.446 -0.476 1.785
H 2.801 -0.343 1.155
C 3.585 -3.119 -3.424
H 4.301 -2.686 -4.132
H 2.595 -2.689 -3.626
H 3.533 -4.195 -3.633
C -0.060 2.787 2.772
C 1.130 2.299 2.081
C 2.386 2.226 2.817
O 1.091 1.998 0.835
H -0.252 3.849 2.563
H 0.097 2.702 3.856
H -0.958 2.225 2.495
H 2.131 2.072 3.877
H 3.044 1.420 2.470
H 2.935 3.180 2.736